Molecular formula: C12H30O6
Method: DFT, wB97M-V/def2-TZVPD

Properties
HOMO, eV: -9.3
Energy, eV: -25213.1075
Relative energy (zero: lowest compared OMol25 entry of this formula, charge and spin), kcal/mol: 1.6
SMILES string: CC(C)=O.CC(C)=O.CC(C)=O.CO.CO.CO

XYZ file:
```
48
Properties=species:S:1:pos:R:3:forces:R:3:nbo_charge:R:1
C 3.171 -2.561 11.986 0.5 2.3 -0.4 -0.71
C 4.627 -2.069 11.964 0.6 -0.2 1.7 0.60
C 4.937 -1.032 10.918 -0.2 0.7 -1.3 -0.74
O 5.463 -2.454 12.787 -1.1 0.4 -1.5 -0.57
H 3.004 -3.093 11.063 -0.3 -0.3 -0.3 0.23
H 2.524 -1.605 11.959 0.7 -1.6 0.2 0.22
H 3.013 -3.191 12.833 -0.3 -0.3 0.5 0.25
H 4.344 -1.338 10.011 0.8 0.4 0.5 0.23
H 6.028 -0.907 10.681 -1.1 -0.3 0.3 0.24
H 4.525 -0.006 11.164 0.4 -1.2 0.1 0.25
C 13.540 -6.854 15.812 -1.8 0.1 -0.8 -0.73
C 13.350 -5.333 15.874 -1.0 0.0 2.4 0.59
C 14.046 -4.538 14.873 0.8 -0.6 -1.6 -0.73
O 12.682 -4.783 16.758 0.8 -1.2 -1.3 -0.56
H 12.541 -7.351 15.855 0.4 0.6 -0.4 0.24
H 13.970 -7.282 16.683 1.0 0.1 0.9 0.24
H 14.046 -7.174 14.896 0.0 0.1 0.3 0.22
H 13.899 -3.501 14.976 -0.1 1.2 0.5 0.23
H 13.718 -4.800 13.874 -0.5 -0.3 -0.3 0.26
H 15.099 -4.806 14.790 0.3 0.1 0.5 0.23
C 2.138 -7.273 14.046 0.5 2.1 -0.4 -0.73
C 3.586 -6.778 13.871 -1.6 0.7 -1.0 0.60
C 4.551 -7.418 14.715 2.9 -0.5 0.8 -0.73
O 3.903 -5.970 13.018 -0.5 -0.3 0.3 -0.55
H 1.797 -7.284 13.035 -0.6 -0.7 -0.7 0.24
H 1.488 -6.516 14.507 0.4 0.0 0.2 0.24
H 2.043 -8.172 14.601 0.0 -0.9 0.2 0.22
H 4.392 -7.236 15.780 -0.1 -0.2 -0.1 0.24
H 5.574 -7.122 14.426 -0.4 0.4 0.3 0.23
H 4.589 -8.475 14.504 -0.5 -0.6 0.3 0.24
C 6.890 -4.112 9.818 -0.8 0.8 1.8 -0.26
O 7.769 -3.490 10.802 0.1 -0.7 -0.7 -0.76
H 6.548 -3.297 9.163 -0.3 -0.5 0.0 0.17
H 7.376 -4.871 9.209 0.4 0.1 0.3 0.19
H 6.060 -4.589 10.424 0.5 0.4 -1.1 0.18
H 7.209 -3.005 11.427 0.0 -0.2 -0.1 0.49
C 12.808 -4.236 11.255 -1.5 -0.2 1.2 -0.26
O 12.480 -5.547 11.801 0.1 1.4 -0.3 -0.75
H 13.735 -3.949 11.713 0.6 0.2 -0.1 0.17
H 12.873 -4.298 10.188 0.3 0.1 -0.7 0.17
H 12.052 -3.423 11.514 0.7 -1.1 -0.2 0.17
H 11.522 -5.616 11.738 -0.3 -0.4 0.1 0.49
C 9.036 -6.267 13.457 1.5 0.5 -2.2 -0.25
O 9.536 -6.243 12.049 0.2 -1.0 2.0 -0.76
H 9.671 -7.018 13.869 0.4 -0.2 0.8 0.19
H 9.182 -5.271 13.860 0.0 -0.1 0.4 0.18
H 8.021 -6.582 13.538 -0.9 -0.1 -0.2 0.17
H 8.977 -5.669 11.574 -1.1 1.3 -1.0 0.48
```
Positions in Å, forces in eV/Å.